Entry 1:
Here is one molecule with the formula C12H15O2P from the OMol25 dataset. Energies are from wB97M-V/def2-TZVPD.

Geometry as XYZ:
```
30
Properties=species:S:1:pos:R:3:forces:R:3
H -0.688294 -1.877499 -1.938775 -1.46 -0.11 1.21
P -1.814251 -2.075553 -0.899729 0.97 0.00 -1.75
C -0.956316 -1.594993 0.435179 0.05 -1.55 0.24
C -1.481592 -2.026172 1.702781 0.80 -0.85 2.02
C -0.622099 -2.382008 2.723148 -3.68 0.39 1.24
C 0.759744 -2.216562 2.596702 1.40 -0.05 -2.03
C 1.369001 -1.748010 1.473889 -0.89 -0.81 0.84
C 2.873248 -1.822086 1.371360 0.73 -1.22 1.18
C 0.465744 -1.211121 0.378207 3.42 0.71 -1.96
O 0.742427 0.235321 0.473938 -0.91 0.02 -0.09
C 0.034690 1.080701 -0.275732 -1.97 0.93 -0.14
C 0.298641 2.353587 -0.550412 0.32 -0.30 -0.10
C -0.809875 2.931967 -1.428917 1.07 0.88 0.44
C -0.277742 3.009797 -2.847005 0.48 1.32 1.10
C -1.894438 1.882777 -1.280815 -1.30 0.58 0.64
O -1.253940 0.716976 -0.695240 0.08 -0.06 -0.49
H -2.516266 -2.321225 1.796203 -0.23 0.30 -0.10
H -1.024342 -2.777461 3.767565 0.70 0.75 -2.57
H 1.314585 -2.757911 3.306602 1.11 -0.09 1.06
H 3.282809 -1.554513 2.366528 -0.24 -0.07 -0.40
H 3.259187 -2.904770 1.245484 -0.71 1.65 -0.32
H 3.372447 -1.133582 0.703344 -0.23 -0.05 -0.56
H 0.962125 -1.445086 -0.665523 -1.19 -0.04 1.82
H 1.338138 2.626539 -0.497915 0.00 0.82 0.12
H -1.141563 3.973003 -1.146538 0.07 -1.21 0.09
H 0.168698 4.007469 -2.985434 -0.48 -0.31 -0.57
H -1.089145 2.731669 -3.458263 -0.60 0.20 -1.53
H 0.520976 2.322661 -2.907716 0.77 -0.99 -0.58
H -2.637783 2.234603 -0.542697 0.32 -0.24 0.00
H -2.554816 1.741482 -2.220219 1.61 -0.61 1.18
```
Positions in Å, forces in eV/Å.

spin multiplicity	1
LUMO energy (spin up / spin down)	-0.8 / -0.8	eV
SMILES	[H]/P=C1/C=CC=C(C)[C@@H]1OC1=C[C@@H](C)CO1
ΔE to the lowest compared entry with this formula, charge and spin	3.312	eV
electronic energy	-26066.170	eV
M	222.22	Da

=====

Entry 2:
Here is one molecule with the formula C12H15P from the OMol25 dataset. Energies are from wB97M-V/def2-TZVPD.

Geometry as XYZ:
```
28
Properties=species:S:1:pos:R:3:forces:R:3
C 3.310873 0.872537 -0.239478 -1.31 -0.64 0.59
C 2.168953 0.544475 -0.026175 -1.78 -0.08 -0.93
C 0.755120 0.232880 -0.068357 0.08 -0.65 2.08
C 0.010961 0.120637 1.327131 1.47 1.88 -4.38
C 0.768925 0.223477 2.473632 -2.24 -0.23 1.42
C 0.085302 0.386939 3.674899 -0.09 -1.62 1.93
C -1.295565 0.178303 3.700223 -0.08 0.87 -0.52
C -2.012969 0.147113 2.512849 2.29 0.58 0.20
C -1.375779 0.288452 1.309418 0.30 -1.47 -0.57
P 0.058927 -0.127103 -1.610954 0.86 -2.06 0.21
C -0.822612 -1.803067 -1.663871 0.62 1.76 -0.05
C -1.055227 1.062274 -2.347204 0.12 3.86 1.67
C 1.448469 -0.557266 -2.729831 -0.42 3.32 1.58
H 4.227330 1.303990 -0.358644 1.81 0.67 -0.19
H 1.760511 -0.057171 2.575001 2.04 0.19 -0.56
H 0.637290 0.364123 4.666317 -0.57 0.28 -1.42
H -1.976401 0.135889 4.532559 0.68 0.09 0.87
H -3.011843 0.140620 2.665733 -3.24 -0.20 -0.24
H -1.877887 0.252044 0.323362 0.03 0.26 0.86
H -0.415190 -2.485905 -2.400327 0.50 0.01 0.22
H -0.709558 -2.067140 -0.646069 0.24 -1.10 0.95
H -1.853150 -1.753845 -1.854770 -1.57 0.36 -0.26
H -0.567683 2.110060 -2.549429 -0.25 -2.11 0.27
H -1.508158 0.769600 -3.252869 -0.74 -0.61 -0.92
H -1.807013 1.420036 -1.556115 0.72 -1.03 -1.16
H 1.120155 -0.442758 -3.754887 0.36 -0.32 -0.22
H 2.167532 0.232803 -2.349300 -0.25 -0.96 -1.23
H 1.768687 -1.491997 -2.352846 0.43 -1.07 -0.21
```
Positions in Å, forces in eV/Å.

spin multiplicity	1
LUMO energy	0.6	eV
SMILES	C#CC(c1ccccc1)=P(C)(C)C
ΔE to the lowest compared entry with this formula, charge and spin	2.544	eV
electronic energy	-21971.756	eV
M	190.23	Da

=====

Entry 3:
Here is one molecule with the formula C12H15P from the OMol25 dataset. Energies are from wB97M-V/def2-TZVPD.

Geometry as XYZ:
```
28
Properties=species:S:1:pos:R:3:forces:R:3
C 1.720812 0.330812 -1.668371 0.38 -0.35 1.70
C 0.966459 -0.604537 -0.679916 0.23 3.53 -0.13
C 1.062603 -1.977904 -0.890787 -1.03 -3.35 0.46
C 0.471737 -2.734741 0.104661 -0.07 0.14 -0.48
C 0.175749 -4.240560 0.001350 0.45 0.63 0.24
P 0.022013 -1.576543 1.498814 3.14 -1.84 -0.82
C 0.293902 -0.188882 0.471986 0.96 -0.58 -1.41
C -0.040297 1.108458 0.972063 -2.89 2.60 -1.50
C -0.890378 2.028783 0.310184 1.30 -2.36 0.07
C -1.544857 1.777939 -1.059014 1.04 2.71 0.64
C -1.152738 3.166282 1.202442 -0.69 1.69 -1.79
C -0.462128 2.997877 2.319572 1.11 0.19 2.19
C 0.162795 1.658746 2.337969 1.90 -1.66 1.10
H 1.541370 1.389070 -1.420295 0.10 -0.41 -0.21
H 1.505125 0.127577 -2.706975 -0.38 -0.06 -0.26
H 2.812398 0.102681 -1.541929 -0.80 0.37 -0.08
H 1.420759 -2.471133 -1.841814 -0.19 0.82 1.17
H 1.093000 -4.887361 0.059913 -0.86 0.59 0.44
H -0.229162 -4.443554 -0.999175 -0.14 0.09 0.30
H -0.592299 -4.468823 0.769210 0.66 -0.41 -0.51
H -1.275027 -1.721078 1.721241 -2.33 -0.21 -0.05
H -1.781407 0.765920 -1.186112 -0.29 -1.55 -0.16
H -0.912056 2.113621 -1.947410 -0.84 -0.27 1.18
H -2.467755 2.373983 -0.991110 0.14 -0.24 -0.66
H -1.722607 4.101199 0.854186 0.94 -1.57 0.74
H -0.132715 3.642485 3.157232 -1.08 0.03 -0.74
H 1.282085 1.659521 2.487177 -0.81 0.50 0.09
H -0.151730 0.985714 3.230265 0.07 0.97 -1.50
```
Positions in Å, forces in eV/Å.

spin multiplicity	1
LUMO energy	0.6	eV
SMILES	CC1=CC(C)=[PH]=C1C1=C(C)C=CC1
ΔE to the lowest compared entry with this formula, charge and spin	0.989	eV
electronic energy	-21973.311	eV
M	190.23	Da

=====

Entry 4:
Here is one molecule with the formula C12H15P from the OMol25 dataset. Energies are from wB97M-V/def2-TZVPD.

Geometry as XYZ:
```
28
Properties=species:S:1:pos:R:3:forces:R:3
C 2.305608 -1.874858 1.214371 -0.94 -1.35 1.13
C 1.237316 -1.408049 0.234030 -0.47 0.51 -0.93
C 1.980289 -0.974686 -1.046012 -1.47 -0.45 2.18
C 2.083965 0.288655 -1.278147 -0.36 3.93 -1.81
C 1.264336 1.297463 -0.496095 -2.53 -1.31 1.20
C 1.986360 2.300774 0.395747 2.13 1.39 -1.12
P 0.411072 0.160640 0.921954 1.45 -0.29 -1.39
C -1.263420 0.013253 0.295385 1.01 1.28 -3.66
C -1.664189 0.114154 -1.095523 -0.75 -1.53 2.22
C -2.997631 0.103991 -1.397436 -1.98 -0.76 -1.35
C -3.979140 -0.033889 -0.404916 -0.63 0.74 0.80
C -3.575594 0.117944 0.904402 -1.05 -1.45 1.79
C -2.206840 0.165339 1.210214 -1.73 0.05 2.57
H 2.858150 -2.645653 0.719132 0.85 -0.42 -0.31
H 1.888816 -2.415511 2.111253 0.19 0.86 -0.65
H 2.981749 -1.078744 1.548453 -0.27 -0.11 -0.20
H 0.413299 -2.143293 -0.039618 1.20 0.50 0.69
H 2.454783 -1.607900 -1.704386 0.95 -1.96 -1.03
H 2.594705 0.697021 -2.198228 -0.27 -0.58 1.09
H 0.242167 1.591877 -1.052877 2.82 0.11 0.86
H 2.501769 1.799642 1.220204 -0.19 -0.08 -0.07
H 1.338536 3.032819 0.804890 -1.08 0.37 0.67
H 2.796552 3.003803 -0.020604 -0.94 -1.30 -0.29
H -1.074499 -0.331220 -1.828200 1.70 0.35 -1.45
H -3.419440 -0.013697 -2.437842 1.10 0.23 0.97
H -5.048800 -0.264744 -0.614363 1.04 0.42 -0.10
H -4.275713 -0.098985 1.792320 0.89 0.77 -1.63
H -1.834218 0.203851 2.241905 -0.67 0.07 -0.15
```
Positions in Å, forces in eV/Å.

spin multiplicity	1
LUMO energy	0.8	eV
SMILES	C[C@@H]1C=C[C@H](C)P1c1ccccc1
ΔE to the lowest compared entry with this formula, charge and spin	0.741	eV
electronic energy	-21973.559	eV
M	190.23	Da

=====

Entry 5:
Here is C12H16AlF4IN4 as an isolated structure from the OMol25 dataset. Energies are from wB97M-V/def2-TZVPD.

Geometry as XYZ:
```
38
Properties=species:S:1:pos:R:3:forces:R:3
N 1.797763 -1.427040 1.206439 3.07 2.19 -0.62
C 2.336658 -0.446334 0.379803 -1.27 -2.14 2.18
N 3.155845 -0.866575 -0.562606 0.35 1.21 -0.32
N 3.637024 0.136662 -1.284682 0.99 -0.70 -0.95
I 4.988613 -0.442705 -2.749933 -0.27 0.01 0.26
C 3.348902 1.401038 -1.169376 0.00 1.38 -0.24
C 2.479601 1.866586 -0.184013 -0.05 -0.83 0.27
C 1.968983 0.915889 0.648169 -0.44 -0.16 -0.42
C 1.035630 1.202881 1.766252 0.37 1.53 0.63
C 0.020878 2.358013 1.499553 -0.28 -1.12 0.88
C -1.238585 1.620652 1.033031 -0.04 0.78 -1.07
C -1.855205 2.058194 -0.323614 0.65 -0.76 0.45
N -2.315655 0.800761 -0.880795 -0.41 3.42 0.59
C -3.238552 0.060969 -0.249721 -0.29 -1.28 -0.37
C -3.310586 -1.099452 -0.958663 -0.51 -1.12 -0.28
C -2.427567 -1.005725 -2.064529 -0.18 -0.76 -0.11
C -1.831436 0.211784 -1.979125 0.44 -0.33 -0.49
H 0.799237 -1.590582 1.010607 -0.15 0.20 0.57
H 2.247264 -2.317016 1.013276 -0.06 0.03 0.00
H 3.797446 2.102078 -1.856461 0.19 -0.22 -0.15
H 2.238186 2.909973 -0.079508 0.13 0.14 -0.14
H 0.481889 0.328398 2.081592 0.22 -0.11 0.03
H 1.644040 1.505318 2.628439 0.23 -0.24 -0.06
H -0.167635 2.833576 2.461781 0.07 0.21 -0.08
H 0.369661 3.129750 0.817854 0.01 -0.07 -0.13
H -0.938389 0.588791 0.858464 -0.30 0.00 0.02
H -2.039481 1.590311 1.768534 0.16 0.10 0.25
H -1.114763 2.454071 -1.021824 0.10 0.09 0.20
H -2.641921 2.802951 -0.201436 -0.14 -0.13 -0.12
H -3.755293 0.322184 0.653046 0.10 0.33 0.09
H -3.917199 -1.942963 -0.679059 -0.03 -0.12 -0.13
H -2.197906 -1.739088 -2.816643 -0.18 -0.19 0.03
H -1.083691 0.679647 -2.594417 0.03 0.11 -0.02
F -0.030541 -2.554614 0.680379 -2.39 -1.72 -0.72
Al -0.457856 -4.210410 0.365856 -0.64 -1.10 -0.29
F 0.456961 -5.226747 1.373523 -0.05 0.62 -0.22
F -0.129874 -4.572362 -1.263165 0.07 0.41 0.49
F -2.112446 -4.438862 0.672971 0.53 0.34 -0.02
```
Positions in Å, forces in eV/Å.

spin multiplicity	1
LUMO energy	-2.6	eV
electronic energy	-44236.381	eV
M	446.17	Da

=====

Entry 6:
Here is a 2-piece molecular cluster, C12H16B2Cl4N2O overall from the OMol25 dataset. Energies are from wB97M-V/def2-TZVPD.

Geometry as XYZ:
```
37
Properties=species:S:1:pos:R:3:forces:R:3
Cl -2.275483 -0.938730 4.693540 0.44 0.20 -0.15
B -0.670882 -0.804634 3.798051 -0.19 -1.56 0.14
Cl 0.808517 -1.023913 4.939224 -0.46 0.37 -0.51
Cl -0.604896 -2.085877 2.420431 0.12 0.64 0.38
O -0.641104 0.590440 3.215289 1.53 1.59 -1.12
C 0.309509 1.132507 2.552323 -1.21 -0.70 1.75
C 0.445398 2.563830 2.513986 -0.06 0.94 0.24
C 1.690996 3.094170 2.114499 -0.41 -0.05 -0.68
C 1.842391 4.457284 1.870157 -0.26 -0.05 0.06
C 0.750964 5.315553 2.076459 0.21 -1.04 0.60
Cl 0.892794 6.975551 1.700151 0.01 0.19 -0.07
C -0.427718 4.836248 2.674442 0.11 -0.35 -0.15
C -0.581855 3.475994 2.914092 0.42 -0.33 -0.58
H 1.073522 0.505240 2.074347 -0.21 -0.02 0.20
H 2.514256 2.399495 1.934497 -0.17 0.30 -0.07
H 2.774815 4.860621 1.481762 -0.18 -0.12 0.16
H -1.223491 5.536727 2.905086 0.09 -0.14 0.01
H -1.503283 3.090578 3.344235 0.15 0.05 -0.14
H -0.873962 -0.680541 -0.638737 -0.51 -0.45 -1.10
B -1.451316 -1.043211 -1.720350 -0.50 1.01 1.10
H -2.526404 -1.512730 -1.395051 -0.02 -0.02 -0.27
H -1.583582 -0.032021 -2.388864 -0.11 -0.15 -0.23
C -0.577269 -2.101914 -2.479053 1.13 -0.35 0.26
N -0.689145 -2.819949 -3.627370 0.39 0.15 0.57
C -1.781521 -2.798591 -4.577247 -0.36 0.25 0.07
C 0.435063 -3.604237 -3.818677 0.24 0.20 0.52
C 1.257792 -3.367220 -2.764175 -0.09 -0.42 -0.82
N 0.636270 -2.449831 -1.965315 -0.53 -0.08 -0.52
C 1.222569 -1.893014 -0.764946 0.24 0.13 0.50
H -1.522419 -3.510265 -5.364451 -0.23 0.17 0.06
H -2.716481 -3.099613 -4.087221 0.25 0.13 -0.18
H -1.894682 -1.792265 -5.002480 -0.02 -0.31 0.14
H 0.546274 -4.240772 -4.679071 0.00 0.00 0.08
H 2.224301 -3.780600 -2.545637 0.05 0.02 0.07
H 2.221473 -2.330982 -0.648759 -0.25 0.09 -0.01
H 1.299288 -0.801538 -0.866496 0.03 -0.41 0.07
H 0.599303 -2.121788 0.111330 0.35 0.11 -0.37
```
Positions in Å, forces in eV/Å.

spin multiplicity	1
LUMO energy	-2.2	eV
ΔE to the lowest compared entry with this formula, charge and spin	0.000	eV
electronic energy	-69176.236	eV
M	367.71	Da